# 1
C4H12N2O3S | ωB97M-V/def2-TZVPD

The geometry in XYZ format:
```
22
Properties=species:S:1:pos:R:3:forces:R:3:lowdin_charge:R:1
C -2.2829 -0.8457 0.2210 -2.234 -1.041 -1.453 -0.078
C -0.5218 1.5498 -0.8575 3.106 -0.512 1.472 0.008
C -0.7929 -0.7750 0.2706 0.828 -3.212 0.805 -0.479
C -0.2907 0.6129 0.3583 0.306 1.068 -1.887 -0.354
N -0.2414 -1.5626 -0.8767 -0.128 -0.653 0.629 0.017
N -0.0894 1.2281 1.5114 1.156 0.296 -0.179 0.151
O 2.9553 0.8336 -1.0219 0.013 -2.738 -0.425 -0.284
O 2.7125 -1.4782 0.2166 -0.452 1.241 -0.779 -0.413
O 2.4281 0.7049 1.3302 0.326 0.130 0.579 -0.424
S 2.1380 -0.1120 0.1593 0.654 0.693 0.209 0.680
H -2.6791 -1.9605 0.1234 0.908 2.251 0.937 0.129
H -2.7008 -0.4236 -0.7100 0.398 0.145 0.161 0.083
H -2.7145 -0.2458 1.0246 -0.232 -0.607 0.202 0.086
H -1.2622 2.2310 -0.5305 -1.158 0.609 -0.169 0.075
H 0.4249 2.1754 -1.0828 -1.388 -1.183 0.375 0.124
H -0.7326 0.8889 -1.6582 -0.523 -0.060 -1.091 0.065
H -0.5655 -1.3837 1.2012 0.290 1.229 -0.411 0.161
H 0.7879 -1.7928 -0.6902 -2.115 -0.032 -0.296 0.049
H -0.8479 -2.4417 -0.8783 1.587 1.413 -0.205 0.099
H 0.5711 2.0005 1.3788 -0.745 0.429 -0.021 0.130
H 0.4432 0.6827 2.1631 -0.300 -0.843 0.859 0.104
H 3.2609 0.1138 -1.6526 -0.298 1.379 0.688 0.073
```
Forces are in eV/Å.

Gap between HOMO and LUMO in eV: 8.50
HOMO level in hartree: -0.3265
E_tot in eV: -24298.5321
Spin multiplicity: 1
Net charge: 0

***

# 2
C4H12N2OSi | ωB97M-V/def2-TZVPD

The geometry in XYZ format:
```
20
Properties=species:S:1:pos:R:3:forces:R:3:lowdin_charge:R:1
C -3.5425 -0.8757 0.3047 0.042 -0.413 0.568 -0.095
N -3.1880 0.5063 -0.0245 0.944 -0.709 -0.011 -0.059
N -2.0870 0.9375 -0.2523 0.880 1.762 -0.178 -0.008
O -0.8304 0.1110 -0.1188 0.337 -1.016 0.352 -0.308
Si 0.9616 0.2219 -0.1601 -0.959 0.877 0.833 0.630
C 1.3542 -1.4420 0.7862 -1.244 1.364 0.042 -0.161
C 1.6507 1.8208 0.8662 -0.745 -1.275 -1.639 -0.162
C 1.6119 0.3722 -1.9263 2.797 -1.024 3.772 -0.159
H -4.0895 -0.9134 1.3105 0.698 0.120 -1.652 0.105
H -4.1569 -1.2336 -0.5380 -0.188 0.254 0.618 0.079
H -2.6586 -1.5075 0.3029 0.126 -0.059 0.373 0.050
H 2.0433 -2.1043 0.3382 0.900 -0.562 -0.954 -0.008
H 1.7822 -1.2430 1.7883 -0.720 -0.036 -0.321 0.030
H 0.3747 -1.9797 0.7912 0.739 0.429 0.493 0.028
H 1.4295 1.5834 1.8598 -0.773 -0.306 1.802 -0.026
H 2.7077 2.1011 0.9472 -0.136 -0.233 -0.889 0.025
H 1.0151 2.6601 0.5772 0.258 0.138 -0.008 0.018
H 1.0495 0.6363 -2.6953 -2.807 2.009 -3.047 -0.027
H 2.5778 0.8877 -1.8800 -0.421 0.767 0.001 0.042
H 1.9948 -0.5393 -2.2770 0.270 -2.086 -0.153 0.006
```
Forces are in eV/Å.

Gap between HOMO and LUMO in eV: 9.92
HOMO level in hartree: -0.3336
SMILES: C/N=N\O[Si](C)(C)C
E_tot in eV: -17245.7302
Spin multiplicity: 1
Net charge: 0

***

# 3
C4H12N2P | ωB97M-V/def2-TZVPD

The geometry in XYZ format:
```
19
Properties=species:S:1:pos:R:3:forces:R:3:lowdin_charge:R:1
C 0.0802 -0.9102 1.4169 -3.662 -1.562 0.745 -0.056
C 0.3936 -0.0113 0.3195 3.018 -0.079 -2.918 -0.554
C 1.8218 -0.6070 -0.1359 -0.684 1.534 -0.534 -0.016
N 0.2369 1.4095 0.6374 -0.099 -1.567 -0.653 -0.217
P -0.9458 2.2969 -0.2833 -0.514 -1.118 0.283 0.970
C -1.7015 0.5915 -0.9053 -0.260 0.921 0.905 -0.294
N -0.5661 -0.3090 -0.9690 0.696 -0.386 3.153 0.044
H -1.0777 -1.0805 1.3883 1.834 0.250 0.879 0.137
H 0.4271 -0.4993 2.3641 -0.249 -0.086 0.045 0.115
H 0.5480 -1.8847 1.2604 -0.215 0.103 0.283 0.094
H 1.6540 -1.6581 -0.5116 0.312 1.282 -0.061 0.102
H 2.4269 -0.7173 0.7755 -0.089 0.260 -0.373 0.093
H 2.3210 0.1154 -0.8404 -0.277 -1.117 0.462 0.101
H -0.0258 1.3353 1.5998 -0.262 1.001 0.680 0.057
H -0.1303 2.6381 -1.3816 -0.024 -0.436 -0.302 -0.069
H -2.1573 0.5367 -1.8540 -0.670 0.587 -1.209 0.079
H -2.4541 0.2054 -0.2074 0.371 0.329 0.179 0.098
H -0.7377 -1.3086 -0.8441 -0.435 0.075 -0.456 0.172
H -0.1131 -0.1428 -1.8292 1.209 0.010 -1.107 0.144
```
Forces are in eV/Å.

Gap between HOMO and LUMO in eV: 10.69
HOMO level in hartree: -0.5110
SMILES: CC1(C)NPC[NH2+]1
E_tot in eV: -16604.0757
Spin multiplicity: 1
Net charge: +1